# 1
{
  "formula": "C41H37GeMnN4O3S5",
  "method": "ωB97M-V/def2-TZVPD",
  "elements": ["Mn", "O", "C", "O", "C", "C", "C", "C", "C", "C", "N", "C", "C", "C", "C", "C", "C", "N", "H", "H", "H", "H", "H", "H", "H", "H", "H", "H", "S", "C", "S", "C", "C", "S", "S", "S", "C", "Ge", "C", "C", "C", "C", "C", "C", "C", "C", "C", "C", "C", "C", "C", "C", "C", "C", "C", "C", "H", "H", "H", "H", "H", "H", "H", "H", "H", "H", "H", "H", "H", "H", "H", "C", "N", "C", "C", "C", "N", "C", "C", "O", "H", "H", "H", "H", "H", "H", "H", "H", "H", "H", "H", "H"],
  "positions_angstrom": [[1.552, 0.300, 0.924], [-4.845, 4.207, 2.777], [-4.332, 3.447, 1.741], [-4.959, 3.397, 0.705], [-3.054, 2.782, 2.015], [-2.573, 2.573, 3.308], [-1.362, 1.952, 3.529], [-0.592, 1.489, 2.434], [-1.050, 1.732, 1.094], [-2.273, 2.332, 0.927], [0.537, 0.776, 2.532], [1.120, 0.386, 3.749], [2.276, -0.319, 3.649], [3.024, -0.878, 4.757], [4.146, -1.595, 4.534], [4.617, -1.798, 3.200], [3.898, -1.224, 2.186], [2.776, -0.510, 2.353], [-4.162, 4.270, 3.460], [-3.162, 2.866, 4.175], [-1.013, 1.802, 4.539], [0.624, 2.173, -0.108], [-2.674, 2.507, -0.060], [0.665, 0.624, 4.700], [2.657, -0.704, 5.761], [4.700, -2.006, 5.372], [5.527, -2.341, 2.989], [4.228, -1.310, 1.155], [5.453, 3.981, -4.237], [4.687, 3.184, -2.976], [4.204, 1.547, -3.040], [3.514, 1.406, -1.443], [3.564, 2.524, -0.667], [3.032, 2.700, 0.965], [4.286, 3.903, -1.479], [2.868, -0.157, -0.989], [-0.068, 1.320, 0.018], [-0.768, 1.073, -1.781], [-0.247, -0.469, -2.897], [-0.419, -0.354, -4.276], [-0.216, -1.434, -5.124], [0.142, -2.666, -4.598], [0.295, -2.803, -3.226], [0.112, -1.713, -2.386], [-0.283, 2.693, -2.775], [-0.855, 3.924, -2.453], [-0.401, 5.098, -3.038], [0.650, 5.062, -3.943], [1.245, 3.851, -4.261], [0.774, 2.678, -3.684], [-2.722, 0.787, -1.882], [-3.246, -0.344, -1.255], [-4.601, -0.630, -1.305], [-5.463, 0.209, -1.998], [-4.959, 1.331, -2.634], [-3.600, 1.614, -2.574], [-0.720, 0.598, -4.700], [-0.342, -1.315, -6.193], [0.304, -3.513, -5.253], [0.578, -3.761, -2.808], [0.254, -1.828, -1.321], [-1.644, 3.979, -1.713], [-0.853, 6.044, -2.768], [1.024, 5.979, -4.381], [2.094, 3.818, -4.931], [1.260, 1.742, -3.929], [-2.583, -1.010, -0.713], [-4.988, -1.507, -0.799], [-6.525, -0.004, -2.028], [-5.626, 2.001, -3.162], [-3.225, 2.500, -3.070], [-1.464, -1.877, 2.243], [-0.504, -2.960, 2.178], [-0.821, -4.146, 2.941], [0.422, -4.980, 3.171], [1.089, -5.227, 1.832], [1.372, -3.963, 1.194], [2.427, -3.941, 0.204], [0.535, -2.882, 1.300], [0.755, -1.858, 0.653], [-1.550, -1.524, 3.274], [-2.444, -2.214, 1.891], [-1.126, -1.046, 1.628], [-1.588, -4.744, 2.425], [-1.254, -3.824, 3.893], [0.160, -5.925, 3.651], [1.112, -4.438, 3.820], [0.447, -5.858, 1.197], [2.037, -5.757, 1.960], [3.360, -4.280, 0.662], [2.566, -2.928, -0.166], [2.188, -4.597, -0.641]],
  "homo_ev": [-0.54, -0.71],
  "total_charge": -2,
  "spin_multiplicity": 5,
  "homo_lumo_gap_ev": [4.3, 4.5]
}



# 2
{
  "formula": "C3H3F2O5S",
  "method": "ωB97M-V/def2-TZVPD",
  "elements": ["C", "C", "C", "O", "O", "O", "O", "O", "F", "F", "S", "H", "H", "H"],
  "positions_angstrom": [[3.777, -0.253, 0.237], [-2.452, 1.512, 0.205], [-3.675, -0.806, 0.182], [-1.362, 1.139, 0.358], [0.611, -0.575, -0.593], [-3.433, 2.021, -0.098], [1.481, 1.547, -0.202], [2.793, -0.512, 0.891], [-4.152, -1.115, -0.972], [-2.670, -1.581, 0.545], [0.881, 0.482, 0.478], [3.638, 0.133, -0.718], [4.672, -0.820, 0.300], [-0.109, -1.175, -0.612]],
  "homo_ev": -14.49,
  "total_charge": 1,
  "spin_multiplicity": 1,
  "homo_lumo_gap_ev": 9.0
}



# 3
{
  "formula": "C35H40BrN8O4PSTl",
  "method": "ωB97M-V/def2-TZVPD",
  "elements": ["Tl", "Br", "C", "C", "C", "C", "C", "C", "N", "N", "C", "C", "C", "C", "O", "C", "N", "C", "C", "C", "C", "H", "H", "H", "H", "H", "H", "H", "H", "H", "C", "C", "N", "N", "C", "S", "N", "N", "H", "H", "H", "H", "H", "H", "C", "C", "C", "N", "H", "H", "H", "H", "H", "C", "C", "O", "P", "O", "C", "C", "O", "C", "C", "H", "H", "H", "H", "H", "H", "H", "H", "H", "H", "H", "H", "H", "H", "H", "C", "C", "C", "C", "C", "C", "C", "C", "H", "H", "H", "H", "H"],
  "positions_angstrom": [[14.518, 12.872, 11.006], [22.488, 16.224, 11.308], [21.057, 16.890, 12.294], [20.593, 16.163, 13.379], [19.499, 16.609, 14.113], [18.845, 17.806, 13.794], [19.326, 18.522, 12.697], [20.430, 18.090, 11.953], [17.850, 18.440, 14.690], [16.787, 17.840, 14.922], [16.474, 16.561, 14.397], [16.487, 15.485, 15.223], [16.039, 14.212, 14.794], [15.588, 14.005, 13.515], [15.082, 12.895, 13.103], [15.492, 15.148, 12.624], [14.940, 14.975, 11.376], [14.713, 16.060, 10.624], [15.014, 17.341, 11.041], [15.632, 17.550, 12.242], [15.843, 16.460, 13.123], [20.991, 15.205, 13.647], [19.120, 15.998, 14.922], [18.942, 19.517, 12.484], [20.855, 18.753, 11.208], [16.822, 15.694, 16.220], [16.044, 13.377, 15.515], [14.248, 15.888, 9.644], [14.781, 18.199, 10.413], [15.892, 18.534, 12.573], [16.277, 7.394, 10.895], [17.110, 8.634, 10.848], [18.398, 8.806, 10.880], [18.533, 10.160, 10.796], [17.383, 10.865, 10.610], [17.178, 12.554, 10.551], [16.469, 9.861, 10.616], [15.078, 10.110, 10.667], [16.899, 6.489, 10.957], [15.685, 7.315, 9.967], [15.607, 7.472, 11.755], [19.452, 10.569, 10.749], [14.754, 10.219, 9.693], [14.660, 9.340, 11.146], [9.002, 13.543, 10.403], [9.598, 14.993, 10.462], [10.916, 15.091, 9.890], [11.978, 15.047, 9.482], [8.040, 13.621, 10.921], [9.707, 12.841, 10.912], [8.847, 13.216, 9.351], [9.648, 15.245, 11.533], [8.910, 15.729, 9.985], [11.850, 13.683, 5.767], [12.523, 12.551, 6.529], [13.944, 12.550, 6.231], [14.943, 12.505, 7.497], [15.135, 10.891, 7.781], [15.332, 9.983, 6.660], [14.321, 8.883, 6.742], [16.326, 12.788, 6.709], [16.619, 14.119, 6.316], [16.560, 15.109, 7.466], [10.765, 13.547, 5.663], [12.312, 13.701, 4.769], [11.983, 14.648, 6.158], [12.151, 11.594, 6.179], [12.354, 12.676, 7.615], [16.315, 9.547, 6.776], [15.198, 10.526, 5.742], [14.522, 8.173, 7.571], [14.402, 8.274, 5.811], [13.318, 9.264, 6.843], [15.970, 14.332, 5.465], [17.581, 14.089, 5.861], [15.595, 15.472, 7.722], [17.181, 16.037, 7.266], [17.033, 14.674, 8.373], [12.795, 11.850, 10.498], [11.847, 11.115, 10.556], [10.763, 10.159, 10.580], [10.760, 9.137, 11.542], [9.716, 8.231, 11.604], [8.625, 8.343, 10.710], [8.621, 9.388, 9.782], [9.707, 10.253, 9.696], [11.515, 9.074, 12.305], [9.706, 7.476, 12.383], [7.844, 7.605, 10.700], [7.779, 9.474, 9.049], [9.728, 11.096, 9.029]],
  "homo_ev": -9.78,
  "e_above_lowest_kj_mol": 0.0,
  "total_charge": 1,
  "spin_multiplicity": 1,
  "homo_lumo_gap_ev": 7.1
}



# 4
{
  "formula": "C55H45N8O3S4Sn",
  "method": "ωB97M-V/def2-TZVPD",
  "elements": ["Sn", "O", "C", "C", "C", "C", "C", "C", "C", "O", "N", "N", "C", "C", "C", "C", "C", "C", "C", "O", "H", "H", "H", "H", "H", "H", "H", "H", "H", "H", "N", "S", "N", "S", "N", "S", "N", "C", "C", "C", "C", "C", "C", "C", "C", "C", "C", "C", "C", "C", "C", "C", "C", "C", "C", "C", "C", "C", "C", "C", "C", "C", "C", "C", "C", "C", "C", "C", "C", "C", "C", "C", "C", "H", "H", "H", "H", "H", "H", "H", "H", "H", "H", "H", "H", "H", "H", "H", "H", "H", "H", "H", "H", "H", "H", "H", "H", "H", "H", "H", "H", "H", "H", "C", "C", "C", "C", "N", "C", "S", "N", "H", "H", "H", "H", "H"],
  "positions_angstrom": [[0.600, -0.266, -0.506], [-1.414, 4.824, -1.659], [-1.029, 4.878, -0.373], [-1.311, 6.050, 0.333], [-0.964, 6.170, 1.661], [-0.318, 5.126, 2.324], [-0.030, 3.971, 1.630], [-0.382, 3.819, 0.285], [-0.048, 2.554, -0.393], [0.483, 1.619, 0.335], [-0.318, 2.434, -1.671], [0.015, 1.167, -2.126], [0.252, 1.013, -3.376], [0.660, -0.245, -3.965], [1.128, -0.228, -5.284], [1.627, -1.365, -5.880], [1.675, -2.549, -5.142], [1.209, -2.595, -3.844], [0.677, -1.456, -3.236], [0.144, -1.554, -2.018], [-1.126, 3.957, -2.020], [-1.805, 6.853, -0.197], [-1.190, 7.087, 2.188], [-0.031, 5.230, 3.361], [0.496, 3.156, 2.109], [0.192, 1.890, -4.021], [1.107, 0.708, -5.829], [1.984, -1.339, -6.899], [2.084, -3.443, -5.593], [1.248, -3.507, -3.264], [0.870, -1.448, 1.198], [0.227, -1.851, 2.444], [-1.115, -2.815, 2.398], [-2.616, -2.474, 2.438], [-3.257, -1.404, 1.532], [-2.673, -1.092, 0.025], [-1.442, -0.312, 0.039], [-2.724, -2.673, -0.797], [-3.875, -3.105, -1.445], [-3.889, -4.369, -2.014], [-2.765, -5.180, -1.936], [-1.623, -4.734, -1.288], [-1.594, -3.475, -0.711], [-4.042, -0.192, -0.635], [-5.338, -0.297, -0.148], [-6.333, 0.459, -0.746], [-6.026, 1.298, -1.811], [-4.724, 1.396, -2.280], [-3.716, 0.648, -1.691], [-3.205, -2.030, 4.049], [-3.024, -2.968, 5.061], [-3.485, -2.675, 6.330], [-4.119, -1.460, 6.573], [-4.289, -0.538, 5.554], [-3.832, -0.817, 4.272], [-3.360, -4.057, 2.154], [-4.749, -4.085, 2.115], [-5.382, -5.293, 1.887], [-4.628, -6.446, 1.697], [-3.244, -6.398, 1.737], [-2.592, -5.194, 1.967], [-0.167, -0.579, 3.633], [-0.533, 0.669, 3.152], [-0.860, 1.665, 4.064], [-0.810, 1.410, 5.425], [-0.429, 0.159, 5.892], [-0.106, -0.847, 4.998], [1.333, -2.930, 3.310], [0.914, -4.003, 4.083], [1.870, -4.777, 4.723], [3.217, -4.472, 4.584], [3.620, -3.399, 3.802], [2.677, -2.617, 3.152], [-4.743, -2.466, -1.525], [-4.775, -4.712, -2.529], [-2.779, -6.162, -2.390], [-0.742, -5.360, -1.242], [-0.704, -3.125, -0.211], [-5.553, -0.946, 0.689], [-7.348, 0.402, -0.377], [-6.807, 1.887, -2.270], [-4.487, 2.065, -3.095], [-2.688, 0.730, -2.018], [-2.548, -3.917, 4.852], [-3.361, -3.394, 7.128], [-4.483, -1.237, 7.566], [-4.780, 0.405, 5.750], [-3.949, -0.111, 3.463], [-5.320, -3.178, 2.267], [-6.462, -5.337, 1.858], [-5.127, -7.387, 1.514], [-2.664, -7.298, 1.585], [-1.514, -5.129, 1.991], [-0.538, 0.874, 2.092], [-1.135, 2.646, 3.699], [-1.057, 2.194, 6.129], [-0.369, -0.032, 6.955], [0.218, -1.812, 5.361], [-0.137, -4.236, 4.169], [1.562, -5.622, 5.323], [3.959, -5.082, 5.081], [4.671, -3.174, 3.687], [2.964, -1.789, 2.515], [6.280, 3.158, 0.350], [5.132, 2.288, 0.756], [4.597, 2.321, 2.039], [3.517, 1.500, 2.287], [3.000, 0.692, 1.366], [3.574, 0.744, 0.164], [2.937, -0.301, -1.124], [4.609, 1.501, -0.183], [6.918, 3.399, 1.198], [5.899, 4.093, -0.064], [6.862, 2.664, -0.426], [5.010, 2.960, 2.806], [3.039, 1.482, 3.261]],
  "homo_ev": -9.64,
  "e_above_lowest_kj_mol": 0.0,
  "total_charge": 1,
  "spin_multiplicity": 1,
  "homo_lumo_gap_ev": 7.1
}



| no. | total energy (Ha) |
| --- | --- |
| 1 | -7248.3424 |
| 2 | -1089.8127 |
| 3 | -5582.4474 |
| 4 | -4593.3560 |